No. 1
Here is C33H46OP2SiSr as an isolated structure in a non-equilibrium geometry from OMol25. Energies are from wB97M-V/def2-TZVPD.

XYZ file:
```
84
Properties=species:S:1:pos:R:3
P -0.69366 2.09926 0.62337
P 3.26163 -0.23350 1.92911
C 0.73038 1.16159 1.43551
C 2.26399 1.36542 1.40694
H 0.52101 0.12070 1.10390
H 0.43454 1.27310 2.50433
H 2.62726 1.78322 0.44700
H 2.54769 2.12956 2.15423
C 4.73450 0.45698 2.81441
H 4.41506 0.69358 3.83432
H 5.17206 1.33813 2.32760
H 5.48945 -0.34816 2.84436
C 4.22780 -0.52773 0.36176
H 5.30455 -0.68097 0.53332
H 4.21535 0.41206 -0.20725
H 3.84925 -1.39056 -0.20234
C -0.47740 3.87475 0.77507
H -1.45879 4.36907 0.71263
H 0.15642 4.27707 -0.02685
H -0.03465 4.09684 1.75113
C -0.93944 1.74263 -1.15033
H -0.02579 1.49423 -1.72532
H -1.38161 2.64914 -1.60210
H -1.63606 0.90510 -1.28231
Sr 2.84099 1.00325 -2.21569
C 4.93238 2.18379 -2.41435
C 5.02792 2.19172 -1.05246
C 4.67073 3.33805 -0.15879
C 3.45133 4.17537 -0.67008
C 2.38243 3.36239 -1.33009
C 2.13969 3.32452 -2.69086
C 3.17973 3.57973 -3.74032
C 4.67113 3.36414 -3.29764
C -2.30151 1.67668 1.29439
H 5.17330 1.24519 -2.95054
H 5.80467 1.54958 -0.61222
H 5.53835 4.01867 -0.00526
H 4.47101 2.96575 0.85923
H 3.03576 4.72285 0.19843
H 3.82230 4.97808 -1.32825
H 1.59403 3.02800 -0.64143
H 1.13161 3.06351 -3.05924
H 3.09007 4.59380 -4.15408
H 2.96077 2.91748 -4.60941
H 5.28569 3.20674 -4.19099
H 5.06320 4.26502 -2.80201
H -3.02349 1.85443 0.48952
H -2.54507 2.34257 2.12527
H -2.40554 0.62181 1.59971
O 0.39927 -0.98116 -0.69645
Si -0.58168 -2.12267 -0.16375
C -0.90740 -2.36501 1.74139
C -1.13357 -1.31298 2.62814
C -1.67108 -1.52412 3.89578
C -1.96511 -2.82640 4.33033
C -1.67624 -3.89592 3.49109
C -1.11431 -3.66308 2.23578
C -2.38987 -2.10363 -0.73959
C -3.43588 -2.48205 0.11589
C -4.72708 -2.72405 -0.36690
C -5.01485 -2.52773 -1.71958
C -3.99675 -2.07310 -2.57369
C -2.69975 -1.84924 -2.08817
C -0.06061 -3.90203 -0.56111
C 1.25107 -4.27661 -0.25088
C 1.56817 -5.63580 -0.14161
C 0.61558 -6.62019 -0.44451
C -0.65641 -6.23184 -0.86534
C -0.97937 -4.87346 -0.98211
H -0.90703 -0.30096 2.31278
H -1.86329 -0.66712 4.54277
H -2.43890 -2.98082 5.29791
H -1.89167 -4.91751 3.80689
H -0.87641 -4.52401 1.61214
H -3.24729 -2.63183 1.18422
H -5.49774 -3.09641 0.31064
H -6.01035 -2.74049 -2.11625
H -4.20156 -1.92115 -3.63660
H -1.90367 -1.49405 -2.75702
H 1.98933 -3.50977 -0.04659
H 2.57298 -5.92546 0.17714
H 0.86119 -7.67808 -0.30455
H -1.40194 -6.98647 -1.10717
H -1.96328 -4.58856 -1.34303
```

Summary:
- multiplicity = 1
- energy above the lowest of the compared OMol25 structures with the same formula, charge and spin (kJ/mol) = 0.0
- E_LUMO (alpha / beta) (eV) = -0.1531 / -0.2618
- net charge = 0

Atom charges from the Löwdin analysis, given in e for atoms 1 to 5: number 1, P, carries 0.914; number 2, P, carries 0.924; number 3, C, carries -0.336; number 4, C, carries -0.366; number 5, H, carries 0.018

=====

No. 2
Here is a 2-piece molecular cluster, C33H47BF4N2O8Si overall in a non-equilibrium geometry from OMol25. Energies are from wB97M-V/def2-TZVPD.

XYZ file:
```
96
Properties=species:S:1:pos:R:3
C 4.49764 1.21306 2.50167
C 3.80004 0.59736 1.28382
N 2.70336 -0.26621 1.68869
B 1.69551 -0.63549 0.55842
C 0.36315 0.41400 0.44067
F -0.75967 -0.14635 1.01417
F 0.02783 0.63680 -0.88589
C 0.54942 1.81036 1.02832
C -0.74249 2.47595 1.58212
Si -1.61445 3.67420 0.44060
C -0.43698 4.69260 -0.62566
C -2.56660 4.93102 1.50185
C -2.88328 2.87926 -0.70423
C -2.94349 1.51334 -0.98689
C -3.88678 0.98150 -1.86947
C -4.81143 1.81792 -2.48614
C -4.77940 3.17883 -2.19764
C -3.82918 3.70831 -1.32689
O 1.08208 -1.93771 0.94382
C 1.72071 -3.04733 0.31692
C 0.62759 -3.97952 -0.16949
C 2.66063 -3.60848 1.39406
C 2.02257 -4.63512 2.33376
C 0.84920 -4.03736 3.10429
N 0.01745 -5.03414 3.79794
C -0.89399 -5.76370 2.93331
C -1.92090 -4.93925 2.17827
C -2.30229 -3.65394 2.54478
C -3.21586 -2.90845 1.80163
C -3.76879 -3.44612 0.64323
C -3.41135 -4.73542 0.27184
C -2.50322 -5.47211 1.02582
O -2.15422 -6.75260 0.59383
C 2.41845 -2.34508 -0.92086
C 1.72335 -2.61802 -2.33198
O 1.89251 -3.78963 -2.79474
O 1.12986 -1.68937 -2.89132
C 3.87790 -2.69107 -1.20647
F 4.70420 -2.41917 -0.09400
C 4.45792 -1.91052 -2.38766
C 4.70753 -2.76704 -3.64081
O 2.36425 -0.95594 -0.68874
H 5.15489 2.02822 2.19467
H 3.77050 1.53336 3.24708
H 5.12702 0.44516 2.95137
H 4.53983 -0.02443 0.78034
H 3.49044 1.38491 0.57836
H 2.23757 0.10734 2.50812
H 0.92691 2.41925 0.20931
H 1.31280 1.84395 1.79901
H -0.45743 3.05875 2.46237
H -1.47739 1.74953 1.92824
H 0.32309 5.15607 0.00276
H 0.05579 4.01580 -1.32265
H -0.98987 5.44609 -1.17834
H -3.20011 5.55850 0.87729
H -3.18553 4.45140 2.25764
H -1.84956 5.59448 1.98801
H -2.24497 0.82595 -0.52978
H -3.86048 -0.07931 -2.06810
H -5.53830 1.39428 -3.16412
H -5.51421 3.81867 -2.67095
H -3.85077 4.77323 -1.15266
H 1.05514 -4.68467 -0.88070
H -0.16788 -3.40973 -0.63308
H 0.18696 -4.56940 0.63330
H 3.49631 -4.10954 0.89312
H 3.09695 -2.81596 1.99038
H 1.77072 -5.56390 1.82183
H 2.77338 -4.91634 3.07890
H 1.28738 -3.40996 3.88216
H 0.28716 -3.36132 2.46046
H -0.51483 -4.57894 4.52602
H -0.35150 -6.39511 2.23943
H -1.44702 -6.45632 3.57838
H -1.85596 -3.20592 3.42228
H -3.46194 -1.90468 2.11403
H -4.44684 -2.84155 0.06139
H -3.82033 -5.15239 -0.63731
H -2.81692 -7.35700 0.93563
H 3.94795 -3.75202 -1.45016
H 3.85410 -1.03773 -2.61565
H 5.42736 -1.53226 -2.06383
H 4.06892 -3.64299 -3.67416
H 5.74306 -3.12667 -3.60853
H 4.61552 -2.17724 -4.54995
C -0.87638 8.67801 -2.73632
C -1.84535 9.38835 -3.65358
O -2.84195 8.41086 -3.86353
C -2.85820 7.60158 -2.75654
O -3.71848 6.84004 -2.48695
O -1.74374 7.80611 -2.01260
F -1.27911 9.71555 -4.84459
H -0.14981 8.08908 -3.29803
H -0.35187 9.34913 -2.06107
H -2.30179 10.28234 -3.22364
```

Summary:
- multiplicity = 1
- energy above the lowest of the compared OMol25 structures with the same formula, charge and spin (kJ/mol) = 0.0
- E_LUMO (eV) = 3.0381
- net charge = -2

Atom charges from the Löwdin analysis, given in e for atoms 1 to 5: number 1, C, carries -0.119; number 2, C, carries -0.315; number 3, N, carries 0.063; number 4, B, carries -0.781; number 5, C, carries -0.352

=====

No. 3
Here is C33H47BrIMnNO6PSi as an isolated structure in a non-equilibrium geometry from OMol25. Energies are from wB97M-V/def2-TZVPD.

XYZ file:
```
92
Properties=species:S:1:pos:R:3
Mn 1.11707 -0.90405 -1.54325
C 5.15996 -1.88577 -2.08076
C 3.71174 -1.49280 -2.30685
O 3.00543 -1.43243 -1.22172
O 3.30681 -1.25270 -3.44616
H 5.22076 -2.61609 -1.27214
H 5.70463 -0.98744 -1.77818
H 5.59846 -2.28020 -2.99732
N -0.58677 -0.30172 -2.09458
P -1.50892 0.85371 -2.41656
C -1.52136 2.37102 -1.37906
C -1.10523 3.62134 -1.82821
C -0.97924 4.68400 -0.93984
C -1.26457 4.50282 0.40535
C -1.66392 3.25403 0.86667
C -1.78234 2.19466 -0.02026
C -3.26626 0.32246 -2.40962
C -3.50742 -0.96444 -2.89314
C -4.79885 -1.47090 -2.93743
C -5.86574 -0.70005 -2.48967
C -5.63432 0.57798 -2.00141
C -4.33847 1.09016 -1.96431
C -1.33102 1.50340 -4.12517
C -0.24419 1.03052 -4.85376
C -0.04361 1.45850 -6.16294
C -0.93377 2.34921 -6.74851
C -2.03028 2.81204 -6.02917
C -2.22919 2.38742 -4.72119
H -0.86338 3.76066 -2.87533
H -0.63124 5.64691 -1.29681
H -1.15171 5.32627 1.10121
H -1.84963 3.09763 1.92229
H -2.05060 1.20645 0.33767
H -2.65445 -1.56643 -3.19536
H -4.97611 -2.47289 -3.31241
H -6.87395 -1.09946 -2.51239
H -6.46312 1.17851 -1.64163
H -4.16555 2.08905 -1.58292
H 0.43291 0.33248 -4.37446
H 0.81119 1.09603 -6.72232
H -0.77374 2.68695 -7.76688
H -2.72773 3.50347 -6.48944
H -3.08745 2.74059 -4.15589
C 2.25491 -3.55522 1.27384
C 2.77303 -2.88886 2.55031
C 2.39109 -3.71604 3.77935
C 4.28977 -2.73836 2.45824
O 2.24952 -1.57734 2.72811
Si 0.86554 -0.92564 2.07992
O 0.77884 -0.92393 0.52945
O 0.74154 0.59852 2.75465
C 1.70031 1.49267 3.31171
C 2.14081 0.99584 4.69556
C 2.90848 1.68430 2.38720
C 0.97911 2.82564 3.46006
O -0.31731 -1.84276 2.83945
C -1.72232 -1.89385 2.59794
C -2.24699 -3.05009 3.44280
C -2.36881 -0.58718 3.07228
C -2.05071 -2.15355 1.12187
H 2.77022 -4.50696 1.10993
H 2.42324 -2.90434 0.41145
H 1.17707 -3.73966 1.34263
H 2.73861 -4.75135 3.67318
H 1.30319 -3.70615 3.88989
H 2.83836 -3.27960 4.68019
H 4.77323 -3.71758 2.37196
H 4.66873 -2.22778 3.35152
H 4.53448 -2.13406 1.57803
H 2.61862 0.01933 4.59007
H 1.26256 0.88697 5.34240
H 2.84255 1.69890 5.15844
H 3.39146 0.72476 2.19350
H 3.63358 2.36660 2.84351
H 2.58899 2.10303 1.42642
H 0.09262 2.70490 4.09354
H 0.65971 3.18191 2.47767
H 1.64213 3.57097 3.91134
H -2.01238 -2.87742 4.49830
H -1.76475 -3.97992 3.12888
H -3.33087 -3.15663 3.32639
H -2.20513 -0.45531 4.14837
H -3.44594 -0.59068 2.86808
H -1.90093 0.25473 2.55820
H -1.61598 -3.10326 0.79480
H -1.61567 -1.38707 0.47813
H -3.13646 -2.18705 0.97174
I 3.70553 1.92872 -1.48568
C 1.67335 1.14625 -1.55251
H 1.25020 1.75689 -2.33555
H 1.27344 1.49574 -0.60136
Br 0.63456 -3.12991 -2.37238
```

Summary:
- multiplicity = 5
- energy above the lowest of the compared OMol25 structures with the same formula, charge and spin (kJ/mol) = 7.0
- E_LUMO (alpha / beta) (eV) = 4.2286 / 4.2315
- net charge = -2

Atom charges from the Löwdin analysis, given in e for atoms 1 to 5: number 1, Mn, carries 0.427; number 2, C, carries -0.023; number 3, C, carries -0.786; number 4, O, carries -0.260; number 5, O, carries -0.053

=====

No. 4
Here is C33H47Cl2O2P3Pb as an isolated structure in a non-equilibrium geometry from OMol25. Energies are from wB97M-V/def2-TZVPD.

XYZ file:
```
88
Properties=species:S:1:pos:R:3
P 1.22209 1.66272 -6.02144
C 2.89945 1.86621 -6.74035
C 3.34789 1.21436 -7.89802
H 2.69108 0.52390 -8.43252
C 4.64041 1.44934 -8.38446
H 4.97497 0.94868 -9.29174
C 5.49955 2.32605 -7.70463
H 6.50777 2.50548 -8.08397
C 5.06048 2.96360 -6.53823
H 5.72797 3.64869 -6.00562
C 3.77849 2.73148 -6.04827
H 3.43658 3.21532 -5.13019
C 0.56423 0.27021 -7.02220
C 0.88224 -1.03352 -6.57620
H 1.47789 -1.15586 -5.66829
C 0.44940 -2.14214 -7.29759
H 0.71747 -3.14770 -6.95601
C -0.32202 -1.97985 -8.45270
H -0.66456 -2.85116 -9.01402
C -0.65886 -0.68868 -8.88981
H -1.25846 -0.55330 -9.78751
C -0.21912 0.43081 -8.17226
H -0.48713 1.43093 -8.52164
C 0.33551 3.09133 -6.76294
C 0.86262 3.90017 -7.77972
H 1.86357 3.70857 -8.17364
C 0.10843 4.95781 -8.30299
H 0.52320 5.57391 -9.09942
C -1.17518 5.22171 -7.80145
H -1.76109 6.04836 -8.20900
C -1.69738 4.42602 -6.77576
H -2.70009 4.62746 -6.38468
C -0.94880 3.37774 -6.24461
H -1.34375 2.77245 -5.42417
Pb 0.14538 -0.06308 0.55546
C -1.82942 -0.98427 -0.48610
C -2.24453 -1.02177 -1.75298
H -2.45208 -1.43349 0.30379
C -1.42453 -0.48497 -2.90446
O -2.26439 0.46997 -3.58224
H -1.77276 0.94193 -4.26788
C -0.18692 0.22338 -2.49827
H -1.17139 -1.31681 -3.58659
C 0.84078 0.86380 -2.31575
Cl -0.85090 -0.77550 2.83701
Cl 2.47910 1.05266 0.95286
P 1.45749 -2.31182 -0.10987
C 2.27246 -2.60769 1.49197
H 1.49948 -2.73232 2.26654
H 2.86743 -1.71429 1.74063
H 2.91651 -3.49682 1.44828
C 0.36305 -3.70241 -0.49966
H -0.14321 -3.49006 -1.45417
H -0.40274 -3.77757 0.28852
H 0.92130 -4.64714 -0.57370
C 2.71290 -2.07935 -1.39800
H 3.31036 -1.19176 -1.13761
H 2.20064 -1.88532 -2.35288
H 3.35877 -2.96597 -1.48581
P -3.89427 -1.72746 -2.14983
C -4.50562 -2.63376 -0.73032
C -3.67174 -2.82092 -3.55301
H -4.66159 -1.95372 0.11945
H -3.80538 -3.43368 -0.44964
H -5.47069 -3.08384 -1.00443
H -3.27972 -2.25629 -4.40984
H -4.65081 -3.24493 -3.81164
H -2.98222 -3.63338 -3.28378
C -5.04120 -0.40906 -2.56352
H -5.21044 0.23772 -1.69052
H -5.99153 -0.86941 -2.86664
H -4.63089 0.18141 -3.39307
H 1.69697 1.49097 -2.10839
C -3.41626 1.85988 0.48235
C -2.26485 2.39118 -0.33985
O -0.97232 2.10882 0.27084
C -0.67117 2.82895 1.51305
C 0.08608 4.08765 1.19348
H -3.29226 0.79587 0.71053
H -4.35091 1.99280 -0.06685
H -3.50962 2.41493 1.41797
H -2.23766 1.90604 -1.32333
H -2.33863 3.47848 -0.49760
H -1.59819 2.98676 2.08251
H -0.01466 2.16932 2.09680
H -0.51694 4.76578 0.59018
H 0.32840 4.58258 2.13335
H 1.01372 3.84619 0.66454
```

Summary:
- multiplicity = 1
- E_LUMO (eV) = -8.2038
- net charge = +2

Atom charges from the Löwdin analysis, given in e for atoms 1 to 5: number 1, P, carries 1.062; number 2, C, carries -0.403; number 3, C, carries -0.084; number 4, H, carries 0.104; number 5, C, carries -0.067

=====

No. 5
Here is C33H47CoGeN4O4S as an isolated structure from OMol25. Energies are from wB97M-V/def2-TZVPD.

XYZ file:
```
91
Properties=species:S:1:pos:R:3
Co 0.19669 -0.99703 0.74731
C -2.70409 -3.86767 0.97510
C -2.06214 -2.72789 1.75331
C -2.04759 -3.05639 3.23640
C -2.75180 -1.40082 1.47639
O -0.66944 -2.60749 1.28009
Ge 0.97787 -3.06750 2.26032
O 1.53730 -2.27083 0.55255
C 2.77816 -2.30136 -0.21438
C 3.71127 -3.24368 0.53523
C 3.33116 -0.88535 -0.24287
C 2.50151 -2.82381 -1.61413
O 0.90868 -1.12956 2.53643
C 0.92312 -0.38118 3.80218
C 1.11713 -1.39617 4.92051
C -0.37366 0.38900 3.97336
C 2.11821 0.55653 3.75653
H -3.65018 -4.14053 1.44257
H -2.06406 -4.75080 0.98394
H -2.91908 -3.58497 -0.05620
H -3.06829 -3.08522 3.61828
H -1.50349 -2.30499 3.80579
H -1.60606 -4.03860 3.42093
H -3.81023 -1.47357 1.72664
H -2.68517 -1.13910 0.41771
H -2.32196 -0.59179 2.07233
H 3.92287 -2.87257 1.54017
H 4.66014 -3.32221 0.00433
H 3.28773 -4.24731 0.60388
H 3.49321 -0.51928 0.77221
H 2.63783 -0.21406 -0.76041
H 4.28088 -0.85727 -0.77669
H 2.00500 -3.79374 -1.57461
H 3.44765 -2.95284 -2.13996
H 1.88956 -2.12650 -2.19151
H 0.28632 -2.10113 4.98775
H 1.18177 -0.87875 5.87728
H 2.04758 -1.95306 4.78993
H -1.22856 -0.27374 4.10154
H -0.55252 1.03058 3.11060
H -0.30738 1.01637 4.86252
H 3.03078 -0.00308 3.54726
H 2.24047 1.05218 4.71989
H 1.99209 1.32205 2.99573
S -1.54799 -1.90860 -5.45417
C -0.93816 -1.55337 -3.83535
C -1.09876 -2.57742 -2.90630
C -0.77518 -2.34959 -1.58649
N -0.32438 -1.16588 -1.14736
C -0.14982 -0.18370 -2.04175
C -0.43938 -0.33451 -3.38603
C -0.55909 -0.99780 -6.58645
C -1.22021 -0.57812 -7.74700
C -0.48743 0.00606 -8.77204
N 0.78818 0.11767 -8.52611
C 1.52061 -0.22371 -7.49663
C 0.82346 -0.81775 -6.45894
H -1.46209 -3.55292 -3.20126
H -0.84947 -3.13216 -0.84638
H 0.21012 0.75827 -1.65827
H -0.30737 0.51035 -4.04742
H -2.28850 -0.69308 -7.87526
H -0.90009 0.36689 -9.70858
H 2.59245 -0.06423 -7.52461
H 1.37524 -1.16681 -5.59755
C -0.07023 5.49662 1.43956
N 0.47853 4.19034 1.09548
N -0.31698 3.07312 1.03947
C 0.47523 2.00179 0.79700
O -0.05543 0.83390 0.61713
C 1.79282 2.45309 0.71979
C 1.75109 3.82757 0.92285
C 2.86931 4.80523 0.99566
C -1.74753 3.16441 0.93301
C -2.53872 2.85595 2.02640
C -3.91727 2.96977 1.90899
C -4.48126 3.39783 0.71587
C -3.67477 3.71313 -0.37044
C -2.29785 3.59284 -0.26712
H -0.88769 5.36614 2.14355
H -0.43096 6.01276 0.55185
H 0.71550 6.07894 1.91120
H 2.67191 1.85317 0.56782
H 3.79686 4.32874 0.69026
H 2.99661 5.16965 2.01665
H 2.68996 5.66378 0.34933
H -2.08558 2.55896 2.96338
H -4.54890 2.74483 2.75736
H -5.55483 3.50055 0.63570
H -4.11953 4.06093 -1.29261
H -1.65171 3.84146 -1.10048
```

Summary:
- multiplicity = 2
- E_LUMO (alpha / beta) (eV) = -8.8514 / -11.4477
- net charge = +3

Atom charges from the Löwdin analysis, given in e for atoms 1 to 5: number 1, Co, carries 0.741; number 2, C, carries -0.012; number 3, C, carries -0.611; number 4, C, carries -0.032; number 5, C, carries -0.007

=====

no.,electronic energy (eV)
1,-64300.9006
2,-73771.8489
3,-175399.1626
4,-97221.4604
5,-154087.3933